# 1
The following is a DFT calculation (ωB97M-V/def2-TZVPD) of C19H20F9O2Ru as an isolated structure in a non-equilibrium geometry.

Calculated values
* total charge: -2
* expectation value of S²: 8.784
* highest occupied orbital energy (spin up / spin down): 1.743 / 0.583 eV
* 2S+1: 6

Geometry as XYZ:
```
51
C19H20F9O2Ru, DFT ωB97M-V/def2-TZVPD
Ru -0.33 0.11 0.22
C -1.79 1.57 0.91
C -1.67 2.00 -0.45
C -2.12 0.95 -1.29
H -1.29 2.96 -0.77
C -2.56 -0.13 -0.47
C -2.37 0.24 0.90
H -2.67 -0.32 1.78
H -1.60 2.13 1.81
H -2.13 0.97 -2.38
H -3.00 -1.06 -0.80
C 1.64 -0.27 1.54
C 0.31 -0.36 2.11
C -0.27 -1.61 1.62
H -0.10 0.27 2.89
C 0.75 -2.28 0.86
C 1.89 -1.46 0.81
H 2.84 -1.70 0.34
H 2.34 0.54 1.71
H -1.22 -2.03 1.93
H 0.66 -3.29 0.47
O -0.37 -1.16 -1.30
C -0.77 -3.79 -2.15
C -0.20 -2.76 -3.03
C -2.19 -3.76 -1.80
C 0.05 -4.94 -1.74
C 0.52 -1.59 -2.30
H -1.00 -2.33 -3.65
H 0.54 -3.22 -3.70
H 1.49 -1.92 -1.86
H 0.69 -0.76 -3.01
H -2.81 -4.26 -2.57
H -2.55 -2.72 -1.70
H -2.36 -4.28 -0.85
H 0.00 -5.77 -2.46
H -0.29 -5.34 -0.77
H 1.12 -4.66 -1.64
F 0.50 3.33 3.57
C 1.65 3.37 2.86
F 2.37 4.45 3.26
F 2.35 2.25 3.20
C 1.33 3.36 1.29
O 0.73 2.24 0.97
C 0.44 4.66 0.97
F 0.96 5.82 1.47
F 0.31 4.80 -0.37
F -0.80 4.50 1.49
C 2.72 3.48 0.48
F 3.26 4.73 0.55
F 3.62 2.59 0.97
F 2.52 3.17 -0.82
```


# 2
The following is a DFT calculation (ωB97M-V/def2-TZVPD) of a 2-piece molecular cluster, CH6NS overall in a non-equilibrium geometry.

Calculated values
* total charge: +1
* highest occupied orbital energy: -13.385 eV
* ΔE to the lowest compared entry with this formula, charge and spin: 23.5 kcal/mol

Geometry as XYZ:
```
9
CH6NS, DFT ωB97M-V/def2-TZVPD
C -0.64 0.38 0.56
N -1.93 0.51 0.63
S 2.33 -0.48 -0.93
H 0.07 0.76 1.27
H -0.28 -0.35 -0.22
H -2.57 -0.21 0.28
H 3.54 -0.20 -1.26
H -2.41 1.22 1.20
H 1.89 -1.62 -1.53
```


Number 1 is which compound?
C19H20F9O2Ru